No. 1
This record from OMol25 describes a structure of composition C32H25FeN5S2Te. The level of theory is the ωB97M-V functional and the def2-TZVPD basis.

Calculated values
* LUMO level (spin up / spin down): -0.0323 / -0.0323 Eh
* largest force on an atom: 0.9 eV Å⁻¹
* highest occupied orbital energy (spin up / spin down): -0.2511 / -0.2510 Ha
* ΔE to the lowest compared entry with this formula, charge and spin: 60.2 kJ/mol

Last column: Löwdin charge in e.
Cartesian coordinates (Å):
Te  -2.26065  -1.32825  0.46132  1.5180
Fe  -0.06306  -0.02196  -0.28240  0.0710
S  0.59308  3.35402  -2.65532  1.0410
S  1.72229  1.60878  -0.39866  0.6802
N  -0.24602  0.52696  1.71357  -0.0310
N  1.02926  -1.28129  0.56737  -0.1088
N  -0.74419  1.63162  -1.26513  -0.0608
N  1.21221  -1.34353  1.82318  0.1151
N  0.26969  -1.18749  -1.90701  0.0025
C  -6.85326  1.14174  -0.60166  -0.0806
C  3.08323  -3.54527  -2.18757  -0.0714
C  -0.69915  -1.72568  -2.77454  -0.3083
C  2.91237  -2.81298  0.09727  -0.0210
C  -2.37843  -1.39312  -4.48914  -0.0839
C  2.00125  -2.81149  -2.57216  -0.0201
C  -3.14607  3.30511  -4.23302  -0.0914
C  3.55847  -3.55084  -0.84689  -0.0923
C  -1.82740  3.69490  -4.07506  -0.0903
C  -3.82472  -1.88892  -0.86080  -0.3872
C  -0.01790  0.89582  4.44483  -0.0524
C  -3.53228  0.28888  1.02907  -0.3909
C  -3.70195  2.33416  -3.39499  -0.0735
C  -1.07669  3.10212  -3.06504  -0.4781
C  -2.03900  -3.58244  -3.58322  -0.0983
C  -1.05290  -3.08101  -2.74320  -0.0579
C  0.56940  -0.19529  3.83964  0.0011
C  1.79458  -2.04504  -0.28927  -0.1962
C  -4.77198  0.19531  0.17170  -0.2990
C  -2.95050  1.74581  -2.39523  -0.0174
C  -2.71763  -2.74165  -4.45790  -0.1122
C  -6.95131  0.14109  -1.56420  -0.0825
C  -4.88141  -0.81851  -0.77781  -0.2949
C  -1.62584  2.13033  -2.22371  -0.3154
C  -5.76719  1.16784  0.25643  -0.0395
C  -0.67911  1.83488  3.65915  -0.0485
C  1.32103  -1.98928  -1.62678  -0.2455
C  0.46697  -0.33034  2.45890  -0.3330
C  0.44873  2.17225  -1.37905  -1.0945
C  -0.76555  1.60705  2.30196  -0.1313
C  -5.97052  -0.83224  -1.64863  -0.0358
C  -1.37501  -0.89609  -3.67018  -0.0235
H  -3.74626  3.74927  -5.01644  0.1004
H  0.05239  1.02980  5.51658  0.1106
H  -4.20597  -2.84227  -0.49672  0.0616
H  -1.38747  4.44165  -4.72335  0.1067
H  -5.67475  1.96193  0.98851  0.1168
H  -0.53787  -3.74533  -2.05729  0.1191
H  -1.08623  0.14515  -3.72971  0.1058
H  -2.99314  1.21233  0.82537  0.0374
H  4.43190  -4.13118  -0.58285  0.0969
H  -1.26803  2.30504  1.64459  0.1158
H  -7.61787  1.90465  -0.52966  0.1026
H  -2.28668  -4.63688  -3.54194  0.1029
H  -6.04105  -1.61173  -2.39870  0.1181
H  -3.43698  -2.03298  -1.86634  0.0309
H  -3.37412  0.97344  -1.77046  0.0912
H  3.61012  -4.13022  -2.93219  0.1036
H  -4.73273  2.02984  -3.52989  0.1021
H  3.23504  -2.79394  1.12938  0.1065
H  -2.88625  -0.72011  -5.16992  0.1034
H  -3.75310  0.23549  2.09361  0.0638
H  -7.79004  0.12431  -2.24863  0.1027
H  -3.49254  -3.13083  -5.10571  0.0961
H  1.13004  -0.93901  4.38845  0.1162
H  -1.11036  2.72857  4.08590  0.1072
H  1.66087  -2.81755  -3.59972  0.1199


No. 2
This record from OMol25 describes a structure of composition C32H26BN12O6Ru. The level of theory is the ωB97M-V functional and the def2-TZVPD basis.

Calculated values
* LUMO level (spin up / spin down): -0.2522 / -0.3347 Eh
* largest force on an atom: 0.5 eV Å⁻¹
* total charge: +2
* 2S+1: 6
* highest occupied orbital energy (spin up / spin down): -0.5155 / -0.5210 Ha
* ΔE to the lowest compared entry with this formula, charge and spin: 51.5 kJ/mol

Last column: Mulliken spin population.
Cartesian coordinates (Å):
Ru  -0.04739  0.17190  0.95003  3.1086
O  -0.16811  4.09922  -0.03678  0.0382
O  -1.65477  0.17486  -0.28638  0.0279
O  -1.61394  6.17391  3.83328  0.0007
O  1.76083  0.20043  -3.24223  0.1666
O  0.34246  1.95917  0.22187  0.1909
O  -1.05769  6.11344  1.68671  0.0001
N  0.20801  -0.00311  -1.51672  0.1659
N  1.44410  -3.17535  3.95286  -0.0012
N  -1.12705  -0.78287  2.53181  0.1622
N  -0.57914  2.17301  4.00780  0.0137
N  -0.24954  1.96951  2.73289  0.0818
N  -1.73178  0.53237  -2.57832  0.0112
N  0.31675  -2.01400  0.56143  0.0796
N  0.60608  -2.82002  1.60716  0.0051
N  1.66621  -0.01260  1.88462  0.0320
N  1.01356  -3.28440  5.23408  0.0009
N  1.87253  -1.00601  2.78177  0.0277
N  -0.51649  -1.59659  3.43123  -0.0081
C  -0.90055  -0.60868  -4.59136  0.0638
C  -0.19659  4.26628  -3.83654  -0.0268
C  -0.43155  3.13133  2.12371  -0.0230
C  3.07382  -0.83714  3.33137  0.0848
C  -2.02112  -2.59889  -5.35757  -0.0187
C  -1.34537  -1.80927  4.46432  0.0308
C  2.75761  0.78340  1.87659  0.0249
C  0.11584  -0.82382  -5.54032  0.0892
C  -0.41794  2.99274  -3.36279  0.0349
C  -0.96279  3.43935  4.23065  0.0061
C  -0.18252  4.50114  -5.20982  0.1129
C  0.06045  -2.80989  -0.48184  0.0318
C  3.67682  0.29301  2.77800  0.0215
C  2.77426  -4.64873  4.92133  0.0006
C  -1.95583  -1.52795  -4.48964  0.0632
C  -0.60943  2.17823  -5.63760  0.0672
C  -0.39593  3.46047  -6.10445  -0.0221
C  -1.24002  5.55694  2.87777  0.0002
C  -0.62521  1.92484  -4.25553  0.1131
C  -0.83929  0.57401  -3.71968  0.0603
C  0.04184  -1.89850  -6.40253  -0.0337
C  0.17958  -4.14197  -0.10832  0.0058
C  1.80575  -4.15355  5.81812  -0.0002
C  0.52377  -4.10430  1.22733  0.0192
C  -0.08641  3.13468  0.68307  -0.0001
C  0.70982  0.20571  -2.72777  0.0752
C  -0.88482  4.11162  3.02192  -0.0006
C  -1.10620  0.22992  -1.44739  -0.0249
C  2.51518  -3.99328  3.74747  -0.0003
C  -1.02738  -2.78427  -6.31540  0.1114
C  -2.32880  -0.47403  3.01993  0.0054
C  -2.51960  -1.10582  4.24080  0.0098
B  0.84311  -2.21010  2.99358  -0.0310
H  4.64908  0.68982  3.00749  0.0007
H  2.78374  1.64471  1.23022  -0.0031
H  -1.08195  -3.62857  -6.98890  0.0020
H  0.82233  -2.05997  -7.13176  -0.0003
H  -2.74215  -1.38079  -3.76256  0.0003
H  -0.51518  1.41996  4.67614  0.0028
H  3.54269  -5.37666  5.10789  0.0000
H  -0.02795  5.07722  -3.14268  0.0019
H  -0.01793  5.50204  -5.58350  0.0022
H  3.42952  -1.52333  4.08197  0.0025
H  -0.18311  -2.39982  -1.44180  0.0003
H  -0.39719  2.82001  -2.29360  0.0351
H  -2.66496  0.91965  -2.58789  -0.0045
H  -2.98514  0.18067  2.46821  0.0000
H  -3.38898  -1.08061  4.87159  0.0006
H  3.00472  -4.04491  2.78847  -0.0003
H  0.04470  -5.01288  -0.72258  0.0012
H  1.65281  -4.40991  6.85251  0.0000
H  -1.25310  3.80474  5.20141  0.0011
H  -0.71753  5.49316  1.01619  0.0002
H  0.96923  -0.16052  -5.57214  0.0024
H  0.71364  -4.89635  1.93094  -0.0003
H  -0.41764  3.66020  -7.16631  0.0011
H  -1.03037  -2.45204  5.26794  0.0019
H  -0.82370  1.37733  -6.33082  -0.0028
H  -2.85070  -3.28944  -5.30101  0.0006


No. 3
This record from OMol25 describes a structure of composition C32H26BrClNO5PTi at a distorted geometry. The level of theory is the ωB97M-V functional and the def2-TZVPD basis.

Calculated values
* LUMO level (spin up / spin down): -0.1109 / -0.1654 Eh
* largest force on an atom: 4.1 eV Å⁻¹
* total charge: +1
* 2S+1: 2
* highest occupied orbital energy (spin up / spin down): -0.3862 / -0.4345 Ha
* ΔE to the lowest compared entry with this formula, charge and spin: 342.4 kJ/mol

Last column: Mulliken spin population.
Cartesian coordinates (Å):
Br  -3.48209  2.11802  -1.38008  0.0016
Ti  -2.22799  -0.21098  -0.03658  0.0691
Cl  2.89681  -0.75088  -5.32108  0.0000
P  0.80981  -0.10488  1.28472  0.4620
O  -0.82189  0.84762  0.03772  0.0383
O  -3.82309  -0.88758  -0.28948  0.0005
O  -1.83759  -1.05418  -1.82478  -0.0027
O  -5.27579  -1.77418  -1.73848  0.0012
O  -1.79679  1.11172  0.99802  0.0116
N  -0.86319  2.97882  -1.44038  -0.0011
C  -1.48549  -3.97828  2.03202  0.0120
C  2.85661  -1.18618  -0.12118  0.0617
C  1.18631  2.18192  2.79242  0.0716
C  -3.09229  -1.13648  -2.52408  0.0002
C  -0.19079  -3.84318  2.51262  -0.0050
C  -4.21319  -1.30258  -1.44728  -0.0004
C  0.84911  -2.05178  -4.16028  0.0004
C  0.84261  3.08652  3.77792  -0.0226
C  -0.08009  0.20742  -2.85258  0.0142
C  -0.08129  -1.66538  1.51932  0.0644
C  -2.07899  -2.95298  1.30602  -0.0002
C  2.55521  -0.50518  1.06132  0.0554
C  0.07321  4.91932  -0.43998  0.0001
C  -1.19359  5.34152  -0.06008  0.0005
C  -1.39359  -1.76768  1.02782  -0.0299
C  -0.21449  2.81652  4.63522  0.0459
C  1.03781  0.29722  -3.66098  -0.0047
C  0.52571  -2.69038  2.24782  0.0126
C  5.18911  -1.02268  0.40462  0.0529
C  -0.27159  -2.16558  -3.34608  -0.0035
C  4.17261  -1.45318  -0.43968  -0.0208
C  0.18511  3.73592  -1.15278  0.0026
C  -2.04209  3.37542  -1.02808  -0.0001
C  1.50211  -0.83848  -4.31528  0.0009
C  0.48581  0.97962  2.67962  0.0282
C  -2.29979  4.55852  -0.36308  0.0001
C  -0.58439  0.71332  3.53672  0.0377
C  -0.71949  -1.01538  -2.68788  0.0025
C  -0.92649  1.63272  4.51032  -0.0223
C  -0.93859  -3.49768  -3.19818  0.0002
C  4.88541  -0.35638  1.58312  -0.0198
C  3.56971  -0.08318  1.91462  0.0498
H  -3.10389  -3.07888  0.96622  0.0011
H  -1.67009  -3.64158  -3.99508  0.0000
H  -1.44399  -3.57988  -2.23758  -0.0001
H  1.54041  -2.58058  2.60872  0.0018
H  2.04851  -1.49268  -0.77748  0.0225
H  -0.49999  3.53752  5.38592  0.0022
H  5.67441  -0.04058  2.24982  0.0001
H  -1.14929  -0.20568  3.42942  0.0022
H  -3.27539  -0.22028  -3.10988  -0.0002
H  1.97481  2.40892  2.08862  0.0025
H  1.21631  -2.92598  -4.67428  0.0001
H  -1.32329  6.27052  0.47112  0.0000
H  1.38461  4.01442  3.87662  -0.0004
H  -3.30309  4.85652  -0.10648  0.0000
H  1.13231  3.37152  -1.52158  -0.0003
H  -1.75419  1.42312  5.17092  0.0002
H  1.52461  1.24852  -3.79848  0.0002
H  -3.11929  -1.99508  -3.19988  0.0002
H  0.25851  -4.62888  3.10152  0.0007
H  -0.46429  1.08342  -2.33418  -0.0061
H  3.32771  0.42652  2.83602  0.0045
H  0.95011  5.50292  -0.20168  0.0000
H  -0.20699  -4.29898  -3.28278  0.0000
H  6.22121  -1.20048  0.14102  0.0030
H  4.41071  -1.97698  -1.35308  -0.0005
H  -2.03879  -4.88418  2.23272  0.0008